{
  "formula": "C46H65ClN21O2",
  "method": "ωB97M-V/def2-TZVPD",
  "energy_ha": -3551.8157,
  "total_charge": 1,
  "species": ["N", "H", "C", "C", "H", "C", "N", "H", "C", "C", "H", "C", "C", "H", "C", "H", "H", "C", "N", "H", "C", "H", "C", "N", "H", "N", "H", "H", "H", "C", "H", "C", "H", "H", "H", "H", "C", "C", "H", "N", "C", "C", "N", "H", "H", "N", "C", "H", "C", "N", "H", "C", "H", "H", "C", "C", "O", "C", "H", "H", "H", "H", "H", "C", "C", "C", "C", "H", "H", "C", "H", "H", "H", "H", "C", "H", "N", "H", "H", "H", "H", "N", "Cl", "C", "C", "H", "C", "C", "H", "N", "O", "C", "H", "C", "N", "C", "C", "C", "N", "N", "H", "H", "H", "H", "H", "C", "H", "C", "H", "C", "H", "N", "C", "H", "N", "N", "H", "H", "C", "H", "H", "C", "H", "H", "H", "N", "H", "H", "N", "H", "H", "H", "C", "C", "N"],
  "positions_angstrom": [[7.7136, 2.3961, 8.5388], [2.7998, 0.1769, -3.9676], [1.6094, -5.5708, -1.4696], [1.6970, -4.0606, 2.3889], [-0.1784, -0.5603, 5.1016], [-1.9005, 2.6318, -4.3882], [2.7072, -1.5749, 5.8775], [-2.6022, 8.9654, -5.5437], [-5.6868, 5.2556, -2.1304], [1.6322, -1.1820, 5.9665], [2.1001, -1.1713, -3.0563], [-2.4949, 8.4943, -4.5676], [3.9139, 0.2068, 1.0893], [1.2014, -4.5117, 1.5308], [-7.8452, -1.6836, -6.9281], [5.4530, -4.4909, -2.2901], [0.5362, -3.2688, -5.6553], [-0.7553, -7.4764, 3.2659], [-0.1240, -0.2151, -5.0650], [5.3648, 4.3227, 9.3471], [4.6541, -3.7888, -2.5207], [6.4250, 1.7144, 2.7815], [2.8165, 0.9353, 1.5962], [2.6856, -5.9560, -1.3667], [10.0413, 0.5637, 2.2901], [-9.0734, 1.8463, 0.4552], [-6.9673, -1.7178, -3.9932], [-12.9871, -3.9923, -4.3652], [9.3959, -1.0846, 2.3608], [6.6530, 2.8209, 8.6478], [0.0501, -4.3025, -0.8797], [0.9075, -0.4520, -4.6219], [-12.1369, -2.4444, -4.2010], [0.2686, 0.2876, 6.5949], [-9.3111, -0.7316, -8.0924], [2.7310, -4.4023, 2.4243], [-1.8643, 4.0856, -4.5646], [5.2343, 0.4729, 1.4811], [0.1163, -4.6511, -2.6191], [-4.1594, 9.5278, -2.8373], [7.5355, 3.6125, 12.0148], [-0.2273, -3.7581, -6.2567], [6.5338, 4.1716, 12.0091], [3.7363, -4.3429, -2.6889], [4.5139, -3.1186, -1.6760], [1.6389, -1.4623, 2.1386], [-6.7993, -0.6598, -3.8048], [5.5627, 1.9205, -4.3906], [-12.0356, -3.4838, -4.5085], [-8.5979, 0.2526, -2.1443], [2.7606, -1.4471, -4.6796], [1.6618, -2.6031, 2.2707], [-5.7280, 4.8642, -3.1462], [6.6112, 0.9401, 6.3804], [-6.9738, 1.7788, 0.0460], [2.2217, -0.7417, -4.0480], [4.1909, -2.1354, 0.5269], [-5.5598, 1.5353, -0.3908], [-9.4212, -0.4212, -6.3491], [-12.1338, 1.9506, 1.2167], [6.6530, 1.5794, -3.0352], [-7.0169, 1.8049, 1.1270], [-9.9232, -1.9960, -7.0054], [5.6375, 1.4589, -3.4078], [-11.6458, -3.5492, -5.9186], [0.2626, -0.6769, 6.0905], [-10.1551, 2.2193, 0.5689], [-11.5421, 3.6209, 1.2924], [6.0754, -0.0816, 1.0752], [5.4315, 1.4751, 2.4168], [-2.7236, 7.4303, -4.6564], [5.4136, 0.3956, -3.4961], [1.1878, -4.3747, 3.2981], [9.5642, 3.4721, 12.5380], [4.6899, 2.0952, -2.4861], [9.5860, -0.2757, 0.7949], [7.2469, -0.4647, 3.6228], [4.8414, 3.5266, 7.8483], [4.1285, -2.1307, 1.4955], [0.1948, -4.0200, -7.2253], [1.8030, 0.7265, 1.2768], [-0.0636, -6.2299, 1.0781], [4.6783, 3.3768, 4.0492], [-3.4040, 9.1196, -3.6065], [10.0173, -0.4016, 1.7872], [-0.4689, -5.8813, -1.4872], [8.8113, 2.8942, 12.0052], [11.3757, -0.9375, 1.6732], [-5.8056, -0.5267, -3.3792], [3.9466, 2.5838, -1.7610], [3.1817, -0.7815, -0.9504], [6.9898, -0.3067, 4.7311], [0.0147, -8.1946, 3.5416], [-0.6973, -4.9662, -5.5747], [5.2710, -2.4037, -4.6484], [6.6617, -0.1219, 6.1455], [3.1117, 1.9283, 2.5206], [3.7213, -0.9384, 0.0944], [-4.9438, 7.7659, -2.2016], [-1.0635, -5.9129, -5.0407], [-7.6259, 0.9796, -0.3202], [2.2775, 2.4807, 2.9478], [-1.6937, -8.0038, 3.1055], [9.1381, 2.7404, 10.9779], [-0.8830, -6.7607, 4.0763], [5.3068, 3.3715, 8.8209], [-1.4662, 8.6078, -4.2301], [-11.5307, 2.7015, 0.7098], [-4.9741, 4.6676, -1.5531], [0.2434, -5.0731, -1.6226], [-0.8891, 2.2328, -4.3807], [-1.8406, 5.2250, -4.6939], [4.9998, -3.0123, -3.7137], [-1.0570, -3.0694, -6.4045], [-6.7780, -2.0809, -6.7875], [4.3843, 2.1544, 2.8954], [-7.3088, 2.7281, -0.3517], [4.6986, 2.6815, 9.4026], [-7.8090, -0.1512, -2.8737], [-11.2776, -3.9653, -3.8935], [7.4281, -0.5840, 6.7648], [-0.3649, -6.7764, 2.0405], [-11.9564, 2.8968, -0.2728], [-6.8578, -0.1198, -4.7468], [-6.6721, 5.1674, -1.6756], [12.4382, -1.3577, 1.5846], [-2.3867, 2.3868, -3.4444], [-0.3381, -1.3766, 6.6685], [-11.3405, -3.6018, -7.0232], [-2.4553, 2.1728, -5.2039], [5.6986, -0.5839, 6.3639], [8.6940, 1.9275, 12.4913], [-5.2719, 6.6621, -2.1502], [-9.2076, -1.1775, -7.1048], [-4.4777, 1.3424, -0.7286]],
  "forces_ev_per_angstrom": [[0.004, -0.091, -0.122], [-0.024, 0.001, 0.019], [-0.316, -0.015, -0.024], [0.091, 0.312, -0.032], [0.011, -0.013, 0.002], [-0.018, 0.228, 0.033], [0.040, 0.080, -0.086], [0.017, 0.023, 0.023], [0.119, 0.154, -0.016], [-0.164, 0.070, 0.041], [0.034, 0.039, 0.011], [-0.338, -0.123, 0.190], [0.301, -0.306, -0.204], [0.071, 0.046, 0.045], [-0.275, 0.067, -0.133], [-0.039, -0.040, -0.027], [-0.012, 0.022, -0.016], [0.067, 0.058, -0.155], [-0.065, -0.052, -0.024], [0.027, -0.044, 0.059], [0.154, 0.221, -0.273], [-0.330, 0.153, 0.033], [1.576, 0.357, -0.051], [0.029, 0.005, 0.128], [0.003, -0.017, 0.014], [-4.198, 0.561, 1.280], [0.015, 0.019, -0.054], [0.007, 0.004, -0.013], [-0.004, 0.028, 0.003], [-0.235, 0.172, 0.194], [-0.033, -0.034, 0.014], [0.220, 0.044, 0.091], [0.000, -0.008, -0.005], [-0.002, -0.019, 0.015], [0.009, -0.009, 0.006], [-0.009, -0.010, -0.012], [-0.046, -0.285, 0.072], [-1.125, 0.461, 0.203], [0.010, -0.062, -0.014], [1.912, 2.807, -1.673], [0.247, -0.153, -0.053], [-0.107, -0.162, 0.037], [-0.101, 0.003, -0.106], [0.045, -0.047, 0.005], [-0.029, -0.040, -0.019], [-0.122, -0.315, 0.186], [-0.096, 0.081, 0.231], [0.007, -0.007, 0.006], [0.052, -0.006, -0.164], [-0.146, -0.128, -0.204], [0.018, 0.062, -0.015], [-0.081, -0.344, 0.041], [0.005, 0.002, 0.021], [0.104, -0.011, 0.028], [2.986, -0.886, -0.917], [-0.195, -0.098, -0.134], [-0.208, 0.543, -0.060], [-0.411, 0.261, 0.237], [0.031, 0.017, -0.015], [0.011, 0.002, -0.004], [-0.004, 0.018, -0.019], [0.249, -0.042, 0.017], [0.201, 0.178, -0.115], [-0.184, 0.068, 0.128], [-0.164, -0.100, 0.262], [0.157, -0.082, -0.053], [-0.217, 0.093, -0.012], [0.004, -0.010, -0.006], [-0.131, 0.110, 0.259], [0.646, -0.355, -0.542], [0.137, 0.111, -0.007], [0.009, 0.001, -0.035], [-0.001, 0.053, 0.006], [-0.018, -0.003, 0.008], [0.210, -0.155, -0.192], [0.026, -0.006, -0.004], [-0.069, 0.063, 0.041], [0.006, -0.005, 0.005], [0.331, -0.159, -0.059], [0.001, -0.014, 0.017], [0.235, 0.164, 0.134], [-0.091, -0.123, 0.190], [-0.030, -0.116, -0.115], [0.261, 1.007, -0.267], [0.217, -0.113, -0.031], [0.033, -0.008, -0.008], [-0.101, 0.097, 0.022], [-0.259, 0.135, -0.010], [-0.019, 0.023, 0.023], [0.001, -0.051, 0.189], [0.211, -0.082, -0.397], [-0.002, -0.127, 0.331], [-0.006, 0.001, -0.018], [0.094, 0.223, -0.172], [-0.042, 0.171, -0.016], [-0.057, -0.045, -0.149], [-1.280, -0.804, -0.779], [-0.565, 0.183, 0.841], [-2.090, -3.616, 2.027], [0.010, -0.034, 0.142], [1.273, 0.304, -0.081], [0.657, 0.261, 0.181], [0.008, 0.010, -0.010], [-0.043, 0.005, -0.006], [-0.013, -0.007, -0.009], [0.142, -0.031, -0.062], [0.002, -0.039, -0.025], [0.167, -0.054, -0.056], [-0.019, -0.026, -0.016], [0.125, 0.123, -0.233], [-0.027, -0.031, -0.046], [0.023, -0.041, -0.019], [0.022, -0.178, 0.267], [0.025, 0.022, 0.026], [0.056, -0.003, 0.056], [-0.128, 0.223, 0.224], [0.175, -0.011, -0.151], [0.026, 0.024, 0.036], [0.211, -0.081, -0.190], [-0.005, -0.001, -0.012], [0.024, 0.052, -0.007], [-0.156, -0.237, 0.167], [0.010, -0.007, 0.007], [0.017, -0.034, -0.007], [0.003, 0.005, -0.006], [0.082, -0.040, 0.001], [-0.004, 0.004, -0.005], [0.010, 0.013, 0.006], [-0.079, -0.073, 0.021], [0.048, -0.019, -0.008], [0.007, -0.040, -0.059], [-0.005, 0.014, 0.005], [-0.010, -0.227, -0.241], [0.136, -0.074, 0.064], [0.040, -0.032, -0.096]]
}